Record 1
A structure of composition C37H53Br4GeN4O5Si3Sr, computed with ωB97M-V/def2-TZVPD.

The geometry in ORCA input format:
```
! RIJCOSX wB97M-V def2-TZVPD def2/J DEFGRID3
* xyz -2 2
Sr -0.16555 0.14469 0.01566
O 1.30990 0.81830 -2.16602
C 0.34380 0.50540 -3.08668
C -0.40038 1.52347 -3.64119
C -1.45346 1.24495 -4.52211
C -1.74687 -0.08464 -4.82167
C -1.02813 -1.11263 -4.24796
C 0.02883 -0.86866 -3.33069
C 0.63017 -1.91299 -2.60182
N 1.70194 -1.76342 -1.79780
C 1.98422 -2.86974 -0.91124
C 1.86764 -2.52272 0.57317
N 0.52642 -2.21987 1.01415
C 0.03294 -2.84648 2.00328
C -1.23595 -2.60784 2.67119
C -1.64134 -3.61110 3.56403
C -2.81144 -3.54520 4.28951
C -3.60656 -2.40105 4.13790
C -3.24025 -1.38214 3.29771
C -2.04115 -1.41772 2.51146
O -1.74980 -0.45060 1.74793
H -0.15701 2.54027 -3.35670
H -2.02496 2.05674 -4.95431
H -2.55470 -0.32452 -5.50597
H -1.29501 -2.14255 -4.46617
H 0.18272 -2.90738 -2.70319
H 3.01918 -3.21639 -1.05702
H 1.33147 -3.72671 -1.14035
H 2.45636 -1.61352 0.72391
H 2.31568 -3.31718 1.19311
H 0.60051 -3.68885 2.43675
H -0.99326 -4.47657 3.67753
H -3.09536 -4.33889 4.96865
H -4.52622 -2.30913 4.70854
H -3.84272 -0.48715 3.19707
Br 1.05531 4.26412 5.78166
C 0.43272 3.69204 4.08042
C -0.67476 4.26199 3.50275
Br -1.63246 5.64331 4.39569
C -1.09416 3.81657 2.23737
Br -2.62370 4.57093 1.39184
C -0.45355 2.81205 1.50387
O -0.85738 2.43929 0.34078
C 0.72958 2.18807 2.13041
O 1.37382 1.24536 1.53322
C 1.11070 2.67315 3.38501
Br 2.65291 1.83884 4.13313
C -2.74843 -3.27973 -0.76432
N -3.65817 -2.33767 -1.39187
C -5.06222 -2.67690 -1.39316
C -5.76763 -1.81713 -2.42304
C -5.58740 -0.35885 -2.04968
N -4.21562 -0.07230 -1.69508
C -3.86394 1.33491 -1.60636
C -3.27039 -1.01891 -1.43127
O -2.10705 -0.70366 -1.22059
H -2.92894 -3.35928 0.31371
H -1.72560 -2.94460 -0.91270
H -2.87749 -4.26127 -1.22619
H -5.50840 -2.53330 -0.39725
H -5.15416 -3.73751 -1.63837
H -6.82998 -2.06092 -2.47875
H -5.31992 -2.00745 -3.40118
H -6.24785 -0.09794 -1.21090
H -5.87257 0.28571 -2.88805
H -4.63804 1.85894 -1.04000
H -3.77980 1.77734 -2.60272
H -2.92279 1.46921 -1.08153
C 4.79633 -1.01164 0.83457
Si 4.59264 0.30336 -0.51061
C 6.25047 0.28581 -1.42732
C 4.36432 1.93438 0.38241
Ge 3.03435 0.11464 -2.32637
Si 3.50128 2.37873 -3.31572
C 5.27650 3.00941 -3.63250
C 2.71876 2.44509 -5.05374
C 2.69958 3.76356 -2.29938
Si 3.80189 -1.29549 -4.11146
C 5.36095 -0.60076 -4.93397
C 4.27076 -3.03499 -3.52865
C 2.56624 -1.51355 -5.52210
H 5.78955 -0.82502 1.25986
H 4.77394 -2.04133 0.47535
H 4.07155 -0.89196 1.64065
H 7.03529 0.58019 -0.72346
H 6.28506 0.97337 -2.27077
H 6.48628 -0.71858 -1.78806
H 5.04394 1.96959 1.23955
H 3.34553 2.01617 0.77011
H 4.57731 2.78997 -0.25933
H 5.86197 2.36182 -4.28860
H 5.83858 3.15039 -2.70686
H 5.19641 3.98756 -4.11959
H 3.21740 1.76741 -5.75063
H 2.82504 3.46221 -5.44864
H 1.65753 2.19288 -5.04910
H 3.39048 4.15227 -1.54873
H 1.80017 3.43678 -1.77709
H 2.43440 4.59461 -2.96205
H 6.20677 -0.50273 -4.25289
H 5.18945 0.37118 -5.39684
H 5.64902 -1.30045 -5.72603
H 4.96558 -3.02664 -2.68660
H 4.75180 -3.56713 -4.35643
H 3.38215 -3.59425 -3.23408
H 2.17883 -0.56427 -5.89510
H 1.71036 -2.11877 -5.22471
H 3.09275 -2.01780 -6.34078
*
```

As for the energy relative to the best compared isomer or geometry (same formula, charge and spin): 0.5208 eV. Its LUMO energy (alpha / beta) is 3.87 / 3.87 eV. The HOMO energy (alpha / beta) comes out at -0.4 / -1.4 eV. The value obtained for the HOMO-LUMO gap (alpha / beta) is 4.3 / 5.2 eV.

These are the Löwdin partial charges, in e, on atoms 1 to 5: number 1, Sr, carries 1.532; number 2, O, carries -0.392; number 3, C, carries -0.362; number 4, C, carries -0.046; number 5, C, carries -0.126

---

Record 2
A cluster of 2 separate species, C4H8NO in total, computed with ωB97M-V/def2-TZVPD.

The geometry in ORCA input format:
```
! RIJCOSX wB97M-V def2-TZVPD def2/J DEFGRID3
* xyz 1 1
C 0.83597 -0.39958 -0.08892
C 1.18446 -0.91476 -1.27875
C 0.81727 1.65654 1.20547
N 1.08104 0.96915 0.14495
H 0.37062 -0.94748 0.74082
H 1.61010 -0.30180 -2.04094
H 1.03203 -1.96440 -1.50364
H 1.06973 2.70902 1.21652
H 0.36127 1.16412 2.09925
H 1.46167 1.46541 -0.61952
O -2.12731 -0.02365 0.84259
C -2.46965 -0.85407 0.01331
H -1.85371 -1.07057 -0.88894
H -3.37348 -1.48793 0.15780
*
```

As for the energy relative to the best compared isomer or geometry (same formula, charge and spin): 1.8429 eV. Its LUMO energy is -5.50 eV. The HOMO energy comes out at -13.9 eV. The value obtained for the HOMO-LUMO gap is 8.4 eV.

These are the natural (NBO) partial charges, in e, on atoms 1 to 5: number 1, C, carries -0.076; number 2, C, carries -0.294; number 3, C, carries 0.126; number 4, N, carries -0.400; number 5, H, carries 0.252

---

Record 3
A cluster of 3 separate species, C13H32N3O7S2 in total, computed with ωB97M-V/def2-TZVPD.

The geometry in ORCA input format:
```
! RIJCOSX wB97M-V def2-TZVPD def2/J DEFGRID3
* xyz 1 1
C 3.15877 -1.08555 -2.98203
O 2.89718 0.31272 -3.16317
C 1.60085 0.69415 -2.70868
N 1.15350 -0.08006 -1.53837
C -0.04038 -0.62323 -1.40076
N -1.01211 -0.44280 -2.41312
C -2.06205 -1.49627 -2.44688
C -2.39820 -2.12312 -1.05637
C -1.03906 -2.59322 -0.40805
C -0.32440 -3.69252 -1.28398
N -0.23037 -1.36037 -0.18665
H 3.98602 -1.45386 -3.64502
H 2.27517 -1.74519 -3.18415
H 3.54923 -1.22321 -1.93158
H 1.67436 1.76598 -2.38621
H 0.91070 0.64748 -3.58312
H 1.83901 -0.19558 -0.77703
H -1.39094 0.50310 -2.43201
H -1.82216 -2.26100 -3.22938
H -3.00433 -0.99657 -2.80807
H -2.93032 -1.42964 -0.36674
H -3.02864 -3.02991 -1.24297
H -1.32121 -3.08800 0.55724
H 0.06518 -4.55344 -0.67568
H 0.53513 -3.30146 -1.88325
H -1.04090 -4.15751 -2.01585
H 0.68577 -1.69905 0.13541
O 2.79595 -0.10341 1.35773
S 3.22852 0.16854 2.70812
O 3.47631 1.50617 3.15857
O 4.51167 -0.74115 3.03503
C 5.63438 -0.68803 2.14264
C 6.47576 0.55387 2.36854
C 2.11337 -0.61334 3.83556
H 5.30389 -0.75827 1.10282
H 6.23656 -1.57373 2.34890
H 5.93284 1.45470 2.07788
H 7.39337 0.50751 1.78041
H 6.73379 0.65810 3.42342
H 1.96720 -1.64682 3.52755
H 1.16897 -0.07197 3.79859
H 2.53483 -0.56155 4.83717
O -4.07064 2.32845 -1.51556
S -4.07073 1.85844 -0.15605
O -5.00739 0.87202 0.30314
O -4.11014 3.12048 0.83659
C -5.15213 4.09290 0.66287
C -6.47109 3.61477 1.23981
C -2.43961 1.31259 0.24995
H -5.25564 4.36210 -0.39118
H -4.83061 4.98989 1.19353
H -6.86893 2.77521 0.66749
H -7.21032 4.41665 1.22191
H -6.34131 3.27288 2.26801
H -1.72699 2.08136 -0.04584
H -2.25427 0.39737 -0.30114
H -2.38345 1.12236 1.32001
*
```

As for the energy relative to the best compared isomer or geometry (same formula, charge and spin): 1.5346 eV. Its LUMO energy is -3.13 eV. The HOMO energy comes out at -13.2 eV. The value obtained for the HOMO-LUMO gap is 10.1 eV.

These are the natural (NBO) partial charges, in e, on atoms 1 to 5: number 1, C, carries -0.280; number 2, O, carries -0.514; number 3, C, carries 0.079; number 4, N, carries -0.550; number 5, C, carries 0.720